121
Properties=species:S:1:pos:R:3:lowdin_charge:R:1 method="wB97M-V/def2-TZVPD" largest_force_ev_per_a=3.27 smiles="CC[C@@H]1CS(=O)(=O)OC[C@@H]1CCCOC(C)=O.O=[N+]([O-])c1ccccc1.O=[N+]([O-])c1ccccc1.O=[N+]([O-])c1ccccc1.O=[N+]([O-])c1ccccc1.O=[N+]([O-])c1ccccc1.O=[N+]([O-])c1ccccc1" e_tot_ha=-3826.186040 orbital_gap_ev=9.0 mol_weight_g_mol=1003.009 e_lumo_ha=-0.02250
C 0.6011 -1.7068 8.3195 -0.101
C -0.8845 -1.3313 8.0968 -0.218
C -1.7424 -2.2992 7.2404 -0.274
C -1.0109 -3.3357 6.3397 -0.138
S -1.1709 -3.0843 4.5328 0.651
O -0.0569 -3.6336 3.8184 -0.283
O -2.3675 -3.8037 4.1610 -0.303
O -1.4218 -1.5473 4.1426 -0.199
C -1.8041 -0.7178 5.2686 -0.145
C -2.6796 -1.4411 6.3102 -0.284
C -3.5157 -0.3878 7.0972 -0.131
C -4.7547 0.0569 6.2646 -0.159
C -5.8680 -0.9982 6.2295 -0.173
O -6.5513 -1.1266 7.5031 -0.032
C -7.9018 -1.2893 7.2418 -0.555
C -8.4166 -2.7318 7.1304 0.021
O -8.6010 -0.3768 7.0858 0.164
H 0.7948 -2.7785 8.4685 0.073
H 1.0405 -1.0832 9.1118 0.077
H 1.1555 -1.4288 7.3992 0.079
H -1.3511 -1.2787 9.0982 0.116
H -0.9050 -0.2893 7.7406 0.098
H -2.4228 -2.8482 7.9115 0.144
H 0.0593 -3.4968 6.5275 0.094
H -1.4943 -4.3121 6.4926 0.118
H -2.3965 0.1235 4.8750 0.130
H -0.8839 -0.2744 5.6802 0.134
H -3.4154 -2.1216 5.8472 0.130
H -3.7896 -0.7099 8.1112 0.129
H -2.8810 0.5185 7.1552 0.119
H -4.4632 0.2564 5.2163 0.119
H -5.1818 0.9803 6.6519 0.098
H -6.6068 -0.6577 5.4811 0.116
H -5.5361 -1.9982 5.8925 0.128
H -9.1623 -2.9460 7.9106 0.089
H -8.9271 -2.7916 6.1563 0.091
H -7.6026 -3.4632 7.2064 0.080
O 1.2792 -1.9604 -2.9356 0.030
N 0.0994 -2.2604 -2.8215 -0.345
O -0.7234 -2.1566 -3.7093 0.087
C -0.3493 -2.7729 -1.5231 -0.155
C 0.5594 -2.8679 -0.4794 -0.004
C 0.1276 -3.3297 0.7546 -0.052
C -1.2006 -3.6946 0.9342 -0.053
C -2.0984 -3.6044 -0.1234 -0.053
C -1.6747 -3.1414 -1.3591 -0.006
H 1.5947 -2.5844 -0.6127 0.115
H 0.8230 -3.4023 1.5788 0.097
H -1.5387 -4.0489 1.8978 0.078
H -3.1320 -3.8923 0.0189 0.110
H -2.3793 -3.0704 -2.1761 0.118
O -6.6894 1.8047 5.5668 0.044
N -6.2877 2.5940 4.7306 -0.322
O -5.3659 3.3711 4.9035 0.089
C -6.9626 2.6072 3.4277 -0.139
C -8.0378 1.7598 3.2145 0.001
C -8.6886 1.7896 1.9912 -0.064
C -8.2590 2.6581 0.9961 -0.070
C -7.1737 3.4955 1.2193 -0.063
C -6.5200 3.4729 2.4412 0.000
H -8.3769 1.0819 3.9867 0.118
H -9.5339 1.1375 1.8139 0.109
H -8.7728 2.6832 0.0429 0.108
H -6.8396 4.1690 0.4411 0.110
H -5.6775 4.1290 2.6107 0.121
O -0.0008 3.7234 0.5757 0.064
N 0.2689 4.2776 -0.4760 -0.354
O 0.2355 5.4817 -0.6486 0.074
C 0.6559 3.4329 -1.6138 -0.150
C 0.6688 2.0553 -1.4625 -0.001
C 1.0118 1.2594 -2.5443 -0.054
C 1.3410 1.8424 -3.7604 -0.053
C 1.3345 3.2244 -3.8968 -0.054
C 0.9901 4.0273 -2.8202 0.004
H 0.4133 1.5949 -0.5181 0.117
H 1.0203 0.1828 -2.4425 0.076
H 1.6034 1.2168 -4.6052 0.104
H 1.5947 3.6772 -4.8446 0.085
H 0.9843 5.1026 -2.9347 0.120
O 2.4452 6.0171 -5.8213 0.065
N 2.7142 6.5703 -6.8730 -0.346
O 2.6816 7.7737 -7.0473 0.080
C 3.1000 5.7247 -8.0114 -0.143
C 3.1135 4.3468 -7.8626 0.006
C 3.4549 3.5524 -8.9462 -0.057
C 3.7827 4.1394 -10.1615 -0.065
C 3.7753 5.5219 -10.2953 -0.068
C 3.4320 6.3215 -9.2164 -0.006
H 2.8598 3.8831 -6.9195 0.102
H 3.4629 2.4754 -8.8448 0.087
H 4.0440 3.5164 -11.0082 0.108
H 4.0340 5.9763 -11.2429 0.107
H 3.4247 7.3968 -9.3271 0.119
O 4.1096 1.2690 -6.0030 0.071
N 4.9140 0.9492 -6.8586 -0.336
O 4.6175 0.6195 -7.9943 0.058
C 6.3362 0.9577 -6.4992 -0.144
C 6.7090 1.2905 -5.2078 -0.002
C 8.0515 1.2747 -4.8663 -0.060
C 9.0056 0.9324 -5.8144 -0.067
C 8.6204 0.6100 -7.1096 -0.067
C 7.2794 0.6211 -7.4570 -0.005
H 5.9718 1.5575 -4.4635 0.122
H 8.3543 1.5261 -3.8586 0.112
H 10.0540 0.9153 -5.5431 0.108
H 9.3669 0.3461 -7.8473 0.107
H 6.9850 0.3663 -8.4654 0.118
O 8.0046 -2.7927 -2.5150 0.074
N 6.8184 -2.6234 -2.7313 -0.348
O 6.3394 -1.6010 -3.1861 0.073
C 5.9022 -3.7280 -2.4155 -0.145
C 6.4092 -4.8925 -1.8613 -0.005
C 5.5397 -5.9237 -1.5423 -0.067
C 4.1782 -5.7853 -1.7822 -0.068
C 3.6844 -4.6173 -2.3472 -0.063
C 4.5486 -3.5811 -2.6664 0.003
H 7.4674 -5.0058 -1.6719 0.118
H 5.9227 -6.8357 -1.1030 0.107
H 3.5000 -6.5904 -1.5268 0.108
H 2.6237 -4.5122 -2.5360 0.100
H 4.1541 -2.6739 -3.1040 0.116



128
Properties=species:S:1:pos:R:3:lowdin_charge:R:1 method="wB97M-V/def2-TZVPD" largest_force_ev_per_a=2.97 smiles=COC[C@H](C)N.COC[C@H](C)N.COC[C@H](C)N.COC[C@H](C)N.COCCNCCOC.CC(C)O.CC(C)O.CC(C)O e_tot_ha=-2181.622442 orbital_gap_ev=9.1 mol_weight_g_mol=670.031 e_lumo_ha=0.01875
C -4.4686 2.9094 5.8388 -0.106
O -3.7766 2.0785 4.9170 -0.221
C -4.3021 0.7573 4.8335 -0.196
C -3.8396 0.0827 3.5455 -0.451
C -4.7205 0.3996 2.3425 -0.053
N -3.8434 -1.3675 3.7639 0.064
H -4.1093 3.9175 5.6148 0.081
H -4.0831 2.7012 6.8393 0.087
H -5.5519 2.9633 5.7380 0.087
H -3.8668 0.2242 5.6876 0.123
H -5.3956 0.7299 4.8511 0.125
H -2.8374 0.4800 3.3112 0.120
H -5.7391 0.0169 2.4384 0.083
H -4.3454 -0.1491 1.4726 0.057
H -4.6884 1.4602 2.0888 0.080
H -2.9426 -1.5427 4.1986 0.040
H -3.6782 -1.7259 2.8145 0.036
C 5.4846 1.7993 1.2449 -0.109
O 5.2076 2.8615 2.1146 -0.197
C 4.3761 3.9390 1.6746 -0.176
C 4.1646 4.9009 2.8540 -0.421
C 3.6190 4.1520 4.0567 -0.036
N 3.3013 5.9824 2.3789 0.041
H 5.4193 2.1434 0.2038 0.088
H 4.7058 1.0298 1.2464 0.060
H 6.4568 1.3432 1.4027 0.089
H 4.8237 4.4297 0.8025 0.124
H 3.4839 3.4532 1.2653 0.108
H 5.1323 5.2966 3.1783 0.136
H 4.2969 3.3659 4.3716 0.089
H 2.6194 3.7366 3.8972 0.044
H 3.4237 4.8860 4.8457 0.091
H 3.0893 6.5862 3.1659 0.078
H 3.7680 6.5633 1.6938 0.077
C 2.2728 0.8757 -0.1809 -0.107
O 1.0502 0.2648 -0.5182 -0.193
C 0.5019 0.6673 -1.7606 -0.199
C -0.7018 -0.2391 -1.8842 -0.426
C -1.3073 -0.5026 -3.3090 -0.036
N -1.8056 0.3072 -1.0973 0.056
H 2.0961 1.9420 -0.0057 0.074
H 3.0237 0.6359 -0.9398 0.080
H 2.6624 0.4952 0.7641 0.070
H 0.1775 1.7167 -1.8103 0.132
H 1.1756 0.6633 -2.6270 0.129
H -0.4039 -1.2636 -1.6318 0.110
H -2.2206 -1.0874 -3.2479 0.079
H -0.4469 -0.9996 -3.7532 0.047
H -1.5630 0.4039 -3.8582 0.064
H -2.4433 -0.3724 -0.6946 0.051
H -1.4048 0.7343 -0.2607 0.062
C -4.1541 -0.3912 -9.6589 -0.103
O -3.1938 -0.3575 -8.6144 -0.172
C -2.6914 0.9141 -8.3804 -0.249
C -1.9406 0.9251 -7.0306 -0.440
C -1.6031 2.3376 -6.5153 -0.067
N -0.6942 0.1678 -7.1427 0.040
H -3.7469 0.0153 -10.5917 0.085
H -5.0553 0.1550 -9.3850 0.087
H -4.3605 -1.4178 -9.9557 0.085
H -2.0107 1.3075 -9.1508 0.127
H -3.4906 1.6684 -8.2990 0.124
H -2.5943 0.5169 -6.2563 0.131
H -2.4680 2.8773 -6.1391 0.075
H -1.1484 2.8750 -7.3533 0.074
H -0.8395 2.1662 -5.7593 0.064
H -0.8523 -0.8158 -7.3311 0.072
H -0.2410 0.5496 -7.9688 0.070
C 2.1752 -2.9162 5.4959 -0.102
O 0.7917 -3.2023 5.6260 -0.204
C -0.0276 -2.0340 5.7227 -0.201
C -0.1756 -1.3938 4.3480 -0.200
N -0.8055 -2.3676 3.4493 -0.057
C -0.7838 -1.8572 2.0890 -0.208
C -1.5373 -2.7290 1.0855 -0.179
O -2.9639 -2.6779 1.3131 -0.230
C -3.6519 -3.1302 0.1672 -0.114
H 2.3981 -2.0970 4.8150 0.078
H 2.6856 -3.8586 5.3056 0.089
H 2.5101 -2.6741 6.5151 0.088
H 0.4873 -1.3406 6.3996 0.119
H -0.9866 -2.2110 6.2045 0.124
H 0.8047 -1.1719 3.9124 0.103
H -0.8330 -0.5274 4.4417 0.117
H -0.3636 -3.2769 3.4620 0.115
H 0.2490 -1.7430 1.7210 0.115
H -1.1693 -0.8379 2.0032 0.111
H -1.3193 -3.8004 1.1454 0.128
H -1.2775 -2.3450 0.0948 0.093
H -3.4321 -4.1605 -0.1031 0.092
H -3.5679 -2.4828 -0.7241 0.077
H -4.6871 -2.8128 0.3383 0.096
C -1.5588 3.9175 3.1920 -0.057
C -0.2933 3.4253 2.4804 -0.463
C 0.1515 4.4254 1.4101 -0.047
O 0.7191 3.2416 3.4785 -0.067
H -1.4029 4.8001 3.8169 0.083
H -1.9618 3.1774 3.8833 0.054
H -2.3100 4.1559 2.4356 0.078
H -0.5572 2.4765 2.0047 0.123
H 0.7681 5.2408 1.7869 0.065
H -0.7445 4.7295 0.8750 0.078
H 0.8074 3.8408 0.7560 0.058
H 1.4357 3.8552 3.2860 0.013
C 0.3779 -4.2213 -2.9989 -0.064
C 0.4003 -4.3504 -4.4923 -0.486
C -0.1699 -5.6153 -5.0878 -0.049
O -0.1248 -3.1228 -5.0693 -0.082
H 1.1845 -3.6218 -2.5711 0.068
H 0.6619 -5.1966 -2.5702 0.083
H -0.5901 -4.0292 -2.5375 0.081
H 1.4316 -4.3044 -4.8658 0.133
H -0.1571 -5.5147 -6.1721 0.084
H -1.0849 -5.9849 -4.6297 0.082
H 0.6057 -6.3594 -4.8849 0.081
H 0.4588 -2.4056 -4.8147 0.056
C 4.1949 -2.7654 1.0964 -0.045
C 4.3319 -3.1339 -0.4038 -0.449
C 5.1105 -2.0248 -1.1484 -0.056
O 5.1567 -4.3055 -0.4699 -0.074
H 3.6936 -3.5862 1.6085 0.075
H 3.6039 -1.8566 1.2146 0.059
H 5.2059 -2.6633 1.4875 0.079
H 3.4314 -3.4529 -0.9242 0.128
H 5.2449 -2.3268 -2.1891 0.079
H 6.0972 -1.8171 -0.7328 0.080
H 4.5551 -1.0856 -1.2076 0.054
H 6.0449 -4.0330 -0.2161 0.078



9
Properties=species:S:1:pos:R:3:lowdin_charge:R:1 method="wB97M-V/def2-TZVPD" largest_force_ev_per_a=0.71 smiles="CN=C=O.[H][H]" e_tot_ha=-209.162335 orbital_gap_ev=11.2 mol_weight_g_mol=59.068 e_lumo_ha=0.02682
C 0.8148 -0.2297 0.9116 -0.100
N -0.2419 -0.3751 -0.0521 0.036
C -1.0433 -1.1925 -0.4192 -0.330
O -1.8687 -1.9026 -0.8646 0.137
H 0.4359 -0.3623 1.9298 0.084
H 1.2353 0.7742 0.8255 0.071
H 1.6118 -0.9574 0.7298 0.084
H -0.5259 2.4190 -1.7493 0.024
H -0.4179 1.8263 -1.3116 -0.005



111
Properties=species:S:1:pos:R:3:lowdin_charge:R:1 method="wB97M-V/def2-TZVPD" largest_force_ev_per_a=2.04 e_tot_ha=-9407.969538 orbital_gap_ev="7.2 / 7.9" mol_weight_g_mol=1174.431 total_charge=-1 multiplicity=5 e_lumo_ha="0.07401 / 0.07397"
Cr -1.3433 0.1896 -0.0404 0.550
O -0.3040 2.1286 -1.0628 -0.311
S 0.5536 2.0563 0.1179 0.525
O 1.9506 1.8773 -0.1995 -0.283
O 0.0163 1.1020 1.1320 -0.399
C 0.3781 3.5629 1.0259 -0.217
C 1.5066 4.3202 1.3045 -0.051
C 1.4320 5.3547 2.2206 -0.080
C 0.2246 5.6384 2.8413 -0.076
C -0.9036 4.8869 2.5603 -0.066
C -0.8446 3.8246 1.6603 -0.180
S -2.3421 2.7711 1.8087 0.471
O -3.4316 3.7166 1.7071 -0.316
O -2.1356 2.1933 3.1139 -0.357
O -2.4836 1.7623 0.7046 -0.509
H 2.4374 4.0416 0.8268 0.108
H 2.3234 5.9172 2.4690 0.100
H 0.1665 6.4349 3.5729 0.101
H -1.8392 5.0699 3.0711 0.112
C -2.8296 -4.4723 -2.3620 -0.043
N -2.9894 -3.0390 -2.1872 -0.118
C -3.6625 -2.2743 -3.2299 -0.019
C -2.3281 -2.3616 -1.2358 -0.482
C -1.4009 -3.1548 -0.3601 -0.026
O -2.5475 -1.1435 -1.0953 -0.106
H -3.6323 -4.8334 -3.0009 0.084
H -2.9053 -4.9886 -1.4064 0.082
H -1.8753 -4.7258 -2.8330 0.099
H -4.1510 -2.9619 -3.9163 0.085
H -2.9309 -1.6740 -3.7723 0.087
H -4.4086 -1.6143 -2.7938 0.077
H -0.7972 -3.8285 -0.9680 0.097
H -1.9863 -3.7344 0.3563 0.037
H -0.7394 -2.4867 0.1758 0.026
C -3.0142 3.2814 -1.8416 -0.163
N -3.7186 3.9524 -2.9505 -0.084
C -5.1088 3.4914 -2.9516 -0.184
N -5.2192 2.0333 -3.0897 -0.085
C -4.4693 1.4193 -1.9784 -0.163
N -3.0698 1.8219 -1.9727 -0.103
C -2.4568 1.4528 -3.2500 -0.160
N -3.1519 2.0723 -4.3929 -0.083
C -3.1033 3.5260 -4.2091 -0.184
C -4.5552 1.6564 -4.3429 -0.185
H -3.4712 3.5751 -0.8962 0.113
H -1.9695 3.5885 -1.8434 0.118
H -5.6330 3.9612 -3.7887 0.115
H -5.5828 3.7958 -2.0164 0.124
H -4.5282 0.3354 -2.0664 0.099
H -4.9235 1.7227 -1.0327 0.135
H -2.4837 0.3691 -3.3591 0.099
H -1.4155 1.7750 -3.2440 0.123
H -3.6320 4.0031 -5.0395 0.116
H -2.0613 3.8511 -4.2235 0.124
H -4.6019 0.5695 -4.4529 0.115
H -5.0912 2.1201 -5.1758 0.116
O -0.3216 -1.4343 -2.8933 0.031
C 0.4909 -0.9478 -2.1029 -0.608
O 0.2860 -0.7127 -0.8515 -0.162
C 1.8904 -0.6081 -2.5866 -0.156
C 2.9955 -1.3329 -1.8064 -0.241
Ge 3.6333 -0.7780 -0.0312 1.040
C 2.4700 -1.0710 1.5043 -0.254
C 1.5371 -2.1064 1.4661 -0.123
C 0.6593 -2.3114 2.5206 -0.111
C 0.6982 -1.4775 3.6312 -0.102
C 1.6310 -0.4537 3.6889 -0.073
C 2.5122 -0.2564 2.6330 -0.097
C 5.0386 -2.1714 0.2667 -0.243
C 4.6823 -3.5146 0.4178 -0.111
C 5.6268 -4.4909 0.7026 -0.103
C 6.9636 -4.1427 0.8510 -0.114
C 7.3421 -2.8163 0.7033 -0.102
C 6.3886 -1.8463 0.4106 -0.105
C 4.7078 0.8520 -0.1607 -0.284
C 4.7705 1.5319 -1.3760 -0.105
C 5.3915 2.7693 -1.4745 -0.086
C 5.9703 3.3489 -0.3530 -0.103
C 5.9332 2.6768 0.8612 -0.095
C 5.3082 1.4402 0.9530 -0.121
H 1.9953 0.4786 -2.5175 0.104
H 1.9347 -0.9024 -3.6344 0.109
H 3.9153 -1.3004 -2.3983 0.069
H 2.7237 -2.3908 -1.7250 0.073
H 1.4800 -2.7469 0.5923 0.093
H -0.0705 -3.1132 2.4763 0.098
H -0.0143 -1.6178 4.4357 0.078
H 1.6560 0.2155 4.5403 0.104
H 3.2154 0.5674 2.6774 0.089
H 3.6407 -3.8059 0.3217 0.087
H 5.3202 -5.5234 0.8258 0.095
H 7.7034 -4.8989 1.0845 0.092
H 8.3807 -2.5316 0.8295 0.094
H 6.7014 -0.8146 0.2963 0.084
H 4.3126 1.0988 -2.2580 0.094
H 5.4065 3.2924 -2.4229 0.098
H 6.4475 4.3184 -0.4252 0.094
H 6.3811 3.1229 1.7413 0.096
H 5.2929 0.9243 1.9074 0.097
Br -4.3734 -3.9833 1.7893 0.745
C -3.5309 -3.5433 3.4385 -0.711
C -3.4782 -4.5257 4.4191 -0.142
C -2.9266 -4.2232 5.6547 -0.091
C -2.4669 -2.9399 5.9146 -0.085
C -2.5192 -1.9685 4.9268 -0.169
C -3.0403 -2.2680 3.6729 -0.635
I -2.6485 -0.8367 2.1543 1.359
H -3.8692 -5.5120 4.2089 0.094
H -2.8577 -4.9932 6.4128 0.101
H -2.0651 -2.6947 6.8899 0.105
H -2.1681 -0.9601 5.1096 0.101



19
Properties=species:S:1:pos:R:3:lowdin_charge:R:1 method="wB97M-V/def2-TZVPD" largest_force_ev_per_a=1.50 smiles="C=C[SiH2]c1ccccc1" e_tot_ha=-600.292143 orbital_gap_ev=10.3 mol_weight_g_mol=134.254 e_lumo_ha=0.03551
C 0.6758 2.7294 -0.5230 -0.080
C 1.3828 2.3342 0.5201 -0.296
Si 1.5928 0.5186 1.1463 0.702
C 0.2713 -0.7005 0.5076 -0.329
C 0.4422 -1.8801 -0.2040 -0.112
C -0.6124 -2.4483 -0.9048 -0.093
C -1.8522 -1.8345 -0.9414 -0.091
C -2.0567 -0.6741 -0.2137 -0.090
C -1.0092 -0.1305 0.5009 -0.144
H 0.1041 2.0308 -1.1159 0.045
H 0.6249 3.7657 -0.8252 0.049
H 1.9362 3.0649 1.0950 0.037
H 2.9164 0.0109 0.7610 -0.049
H 1.4751 0.5684 2.6135 -0.048
H 1.4101 -2.3612 -0.2261 0.097
H -0.4579 -3.3611 -1.4637 0.101
H -2.6528 -2.2460 -1.5406 0.102
H -3.0166 -0.1759 -0.2328 0.103
H -1.1740 0.7893 1.0467 0.095



What did the fifth record say?
19
Properties=species:S:1:pos:R:3:lowdin_charge:R:1 method="wB97M-V/def2-TZVPD" largest_force_ev_per_a=1.50 smiles="C=C[SiH2]c1ccccc1" e_tot_ha=-600.292143 orbital_gap_ev=10.3 mol_weight_g_mol=134.254 e_lumo_ha=0.03551
C 0.6758 2.7294 -0.5230 -0.080
C 1.3828 2.3342 0.5201 -0.296
Si 1.5928 0.5186 1.1463 0.702
C 0.2713 -0.7005 0.5076 -0.329
C 0.4422 -1.8801 -0.2040 -0.112
C -0.6124 -2.4483 -0.9048 -0.093
C -1.8522 -1.8345 -0.9414 -0.091
C -2.0567 -0.6741 -0.2137 -0.090
C -1.0092 -0.1305 0.5009 -0.144
H 0.1041 2.0308 -1.1159 0.045
H 0.6249 3.7657 -0.8252 0.049
H 1.9362 3.0649 1.0950 0.037
H 2.9164 0.0109 0.7610 -0.049
H 1.4751 0.5684 2.6135 -0.048
H 1.4101 -2.3612 -0.2261 0.097
H -0.4579 -3.3611 -1.4637 0.101
H -2.6528 -2.2460 -1.5406 0.102
H -3.0166 -0.1759 -0.2328 0.103
H -1.1740 0.7893 1.0467 0.095



Copy entry 5 word for word.
19
Properties=species:S:1:pos:R:3:lowdin_charge:R:1 method="wB97M-V/def2-TZVPD" largest_force_ev_per_a=1.50 smiles="C=C[SiH2]c1ccccc1" e_tot_ha=-600.292143 orbital_gap_ev=10.3 mol_weight_g_mol=134.254 e_lumo_ha=0.03551
C 0.6758 2.7294 -0.5230 -0.080
C 1.3828 2.3342 0.5201 -0.296
Si 1.5928 0.5186 1.1463 0.702
C 0.2713 -0.7005 0.5076 -0.329
C 0.4422 -1.8801 -0.2040 -0.112
C -0.6124 -2.4483 -0.9048 -0.093
C -1.8522 -1.8345 -0.9414 -0.091
C -2.0567 -0.6741 -0.2137 -0.090
C -1.0092 -0.1305 0.5009 -0.144
H 0.1041 2.0308 -1.1159 0.045
H 0.6249 3.7657 -0.8252 0.049
H 1.9362 3.0649 1.0950 0.037
H 2.9164 0.0109 0.7610 -0.049
H 1.4751 0.5684 2.6135 -0.048
H 1.4101 -2.3612 -0.2261 0.097
H -0.4579 -3.3611 -1.4637 0.101
H -2.6528 -2.2460 -1.5406 0.102
H -3.0166 -0.1759 -0.2328 0.103
H -1.1740 0.7893 1.0467 0.095